Record 1
23
Properties=species:S:1:pos:R:3:nbo_charge:R:1 method="wB97M-V/def2-TZVPD" homo_ha=-0.33679 max_force_ev_per_a=2.6 orbital_gap_ev=10.12 smiles="CC/C(C)=C/N.O.O" e_above_lowest_kj_mol=175.3 multiplicity=1
O -1.513 6.531 0.584 -0.940
O -1.851 1.186 0.606 -0.941
N -1.462 -1.497 -1.635 -0.885
C 0.620 -1.585 -0.246 0.009
C 1.218 -1.885 1.132 -0.428
C -0.656 -1.864 -0.467 -0.078
C 1.454 -0.990 -1.343 -0.661
C 2.790 -1.858 1.189 -0.608
H 0.902 -1.137 1.858 0.219
H 3.122 -0.931 1.648 0.208
H -1.540 7.017 1.408 0.470
H -1.430 -2.094 0.272 0.187
H -2.772 1.052 0.810 0.466
H -2.162 6.914 -0.016 0.470
H 3.218 -1.980 0.201 0.204
H 0.933 -0.309 -2.002 0.225
H -1.280 -2.174 -2.372 0.367
H 0.920 -2.882 1.448 0.216
H 2.319 -0.420 -0.996 0.222
H 3.079 -2.703 1.809 0.210
H -1.351 -0.534 -1.927 0.369
H 1.877 -1.836 -1.891 0.224
H -1.518 0.270 0.452 0.473

***

Record 2
17
Properties=species:S:1:pos:R:3:nbo_charge:R:1 method="wB97M-V/def2-TZVPD" homo_ha=-0.34248 max_force_ev_per_a=0.4 orbital_gap_ev=10.45 smiles=C[C@]12C[C@@H]3[C@H](C1)[C@@H]32 e_above_lowest_kj_mol=241.0 multiplicity=1
C -0.584 1.540 0.124 -0.235
C -0.243 0.751 -1.119 -0.239
C 0.346 -0.332 -0.098 -0.013
C -1.102 -0.843 0.089 -0.387
C -1.553 0.507 -0.429 -0.229
C 1.487 -1.316 -0.025 -0.610
C 0.507 0.819 0.894 -0.387
H 2.416 -0.939 -0.464 0.215
H 0.461 0.530 1.953 0.187
H -0.859 2.587 0.181 0.222
H -2.540 0.794 -0.776 0.224
H 1.462 1.322 0.694 0.202
H 1.671 -1.429 1.054 0.212
H 1.258 -2.307 -0.427 0.210
H -1.334 -1.633 -0.635 0.205
H 0.008 1.110 -2.111 0.232
H -1.401 -1.161 1.096 0.191